(1)
64
Properties=species:S:1:pos:R:3:forces:R:3 method="wB97M-V/def2-TZVPD" orbital_gap_ev="7.63 / 6.71" homo_ev="-8.92 / -8.92" max_force_ev_per_a=0.76 s2=3.77 total_charge=0 spin_multiplicity=4
Tc 0.46731 0.28885 -0.79467 0.0072 0.3754 -0.0136
O -0.95836 -1.04756 -0.08860 -0.1054 0.0019 -0.1690
C -1.29759 -1.21347 1.09963 -0.0449 -0.0932 -0.0563
C -0.63957 -0.71913 2.25251 0.2972 0.2302 -0.1071
C -1.23052 -0.90596 3.51157 -0.2108 -0.1243 0.0646
C -0.57478 -0.48647 4.62777 0.1459 0.0998 -0.1157
C 0.70573 0.09212 4.54791 -0.0940 -0.0621 0.1482
C 1.30651 0.26951 3.33542 0.1160 0.0798 -0.1567
C 0.63400 -0.08939 2.14760 -0.2710 -0.1910 0.1568
O 1.19599 0.13842 1.00784 0.2686 0.0840 -0.2783
N -1.21693 -0.63877 5.93444 -0.0483 -0.0692 0.1694
O -0.59782 -0.26104 6.90904 -0.0132 0.0026 -0.0701
O -2.32700 -1.13448 5.96696 0.0834 0.0370 -0.0546
H -2.18578 -1.82997 1.26635 -0.0300 -0.0126 -0.0286
H -2.20683 -1.36393 3.60624 0.0193 -0.0019 -0.0289
H 1.19631 0.38876 5.46424 0.0086 0.0038 -0.0189
H 2.29109 0.70702 3.24087 -0.0314 0.0062 0.0363
N -2.84438 0.41361 -1.95660 0.1154 -0.0299 -0.0214
C -2.50626 0.77912 -3.32344 0.0100 0.0373 0.0296
C -1.13264 0.24807 -3.69627 -0.0575 -0.0228 0.2233
N -0.06987 0.83304 -2.83763 0.0320 -0.3014 -0.1902
H -2.99469 -0.58302 -1.86604 -0.0672 -0.0062 0.0168
H -3.66720 0.89920 -1.62576 -0.0450 -0.0080 -0.0227
H -2.48231 1.86956 -3.38152 -0.0583 -0.0460 -0.0367
H -3.22180 0.42302 -4.07288 -0.0033 -0.0266 -0.0450
H -0.93689 0.51257 -4.73619 0.0850 -0.0598 -0.0216
H -1.09613 -0.83950 -3.60231 -0.0041 -0.0126 -0.0424
H -0.27153 1.83702 -2.68676 -0.0966 -0.0019 0.1159
H 0.81871 0.79761 -3.33041 0.0503 -0.0868 0.0179
O 3.38602 3.07208 -1.02255 -0.2163 0.0947 -0.1609
N 2.37004 2.57334 -0.61961 0.4459 -0.2202 0.5706
O 1.75345 2.87191 0.37700 -0.0948 -0.0100 -0.3531
O 1.93915 1.51295 -1.35487 -0.3275 -0.0870 0.0228
O -2.51378 1.93753 1.95966 0.0020 -0.0378 -0.0155
C -3.04254 2.95023 1.24255 0.0256 0.0957 -0.0855
C -4.15429 3.59867 1.77792 -0.0158 -0.0249 0.0672
C -4.74289 4.64638 1.10091 0.0001 0.0015 -0.0188
C -4.23654 5.07532 -0.12456 0.0043 0.0294 -0.0202
C -3.13926 4.43416 -0.65997 -0.0309 0.0142 0.0364
C -2.52762 3.36677 0.00324 0.0577 -0.1757 -0.0130
C -1.39067 2.69023 -0.68460 -0.0088 0.0053 0.0400
O -1.02975 3.04094 -1.80224 -0.0657 0.4111 0.1911
O -0.82990 1.69543 -0.03285 0.2636 -0.1643 -0.0776
H -1.73607 1.62465 1.46062 0.0479 -0.0297 0.0110
H -4.53054 3.26026 2.73516 0.0070 0.0084 -0.0307
H -5.60647 5.13887 1.53067 0.0203 -0.0054 0.0035
H -4.69597 5.90301 -0.64801 0.0086 -0.0178 0.0061
H -2.72204 4.74173 -1.60910 0.0035 -0.0052 -0.0005
O 4.71865 -2.64520 1.54976 0.0102 0.0537 -0.0489
S 3.65605 -3.38727 0.94775 0.0883 -0.1867 0.0163
O 2.94960 -4.35988 1.72515 -0.0203 0.0144 -0.0568
N 2.54816 -2.33261 0.27753 -0.0840 0.0386 -0.0252
C 2.51401 -2.45232 -0.99828 -0.0650 0.0201 0.2458
S 1.46611 -1.54102 -2.04286 -0.0237 0.2901 0.2222
C 3.43010 -3.46558 -1.59487 0.0156 -0.0420 -0.1423
C 3.59688 -3.81587 -2.92313 0.0151 0.0125 0.0220
C 4.52594 -4.80404 -3.22740 -0.0397 0.0295 -0.0300
C 5.26743 -5.41898 -2.22500 0.0284 -0.0183 0.0236
C 5.09701 -5.06593 -0.89046 0.0329 0.0030 0.1379
C 4.17019 -4.08798 -0.60589 -0.1584 0.1286 0.0046
H 3.01942 -3.32662 -3.69687 0.0256 -0.0243 -0.0097
H 4.67444 -5.09655 -4.25862 0.0114 -0.0023 0.0167
H 5.98950 -6.18246 -2.48376 -0.0163 0.0083 -0.0080
H 5.66939 -5.53696 -0.10171 -0.0049 -0.0092 -0.0422

***

(2)
94
Properties=species:S:1:pos:R:3:forces:R:3 method="wB97M-V/def2-TZVPD" de_lowest_kcal_mol=22.2 orbital_gap_ev=7.43 homo_ev=-16.37 max_force_ev_per_a=2.01 total_charge=+3
Pt 0.27706 0.03500 0.62838 0.4365 1.3315 1.4387
C 1.42577 -3.04755 1.44969 0.0717 0.0123 -0.0159
C 0.22217 -2.58671 2.20643 0.0223 0.0683 0.0828
C -0.37065 -3.46727 3.11025 0.0314 -0.0692 0.0538
C -1.50182 -3.10643 3.80185 -0.0086 0.0466 -0.0179
C -2.07107 -1.86335 3.54172 -0.0164 -0.0430 0.0197
C -1.47155 -1.02394 2.63539 -0.0400 0.1313 -0.0199
N -0.28897 -1.36057 2.01633 -0.3486 -0.1774 -0.1186
C -2.11426 0.24840 2.21376 0.2013 -0.0143 -0.1252
C -3.26672 0.81386 2.73506 -0.0128 -0.0380 0.0838
C -3.74023 1.98995 2.17545 -0.0499 0.0642 0.0134
C -3.06747 2.60202 1.12309 0.0580 0.0988 -0.0135
C -1.91330 2.01342 0.64824 0.0127 -0.0860 0.0741
N -1.48961 0.85643 1.19598 -0.5148 -0.1660 -0.3213
C -1.05872 2.49805 -0.47439 0.0046 -0.1573 0.0684
C -0.65483 3.92744 -0.83076 -0.0939 -0.0003 -0.0227
C -0.84057 4.11527 -2.35997 -0.0751 0.0330 0.0460
C -0.71408 2.67392 -2.92357 -0.0045 -0.0518 0.0582
C -0.92962 1.70920 -1.75112 0.2058 -0.0575 0.1455
C -1.73281 0.47468 -2.03744 -0.0578 0.0832 0.0012
N 0.14403 1.64493 -0.66069 -0.0649 0.1101 -0.1678
H 2.14574 -3.49844 2.13288 -0.0100 -0.0186 -0.0221
H 1.12082 -3.81928 0.73865 0.0157 -0.0078 -0.0167
H 1.91490 -2.24544 0.90233 -0.0518 -0.0053 0.0307
H 0.08077 -4.44016 3.25132 -0.0120 -0.0037 -0.0016
H -1.96108 -3.78380 4.50900 0.0023 -0.0016 0.0013
H -2.99466 -1.57351 4.02078 0.0132 -0.0159 0.0055
H -3.79460 0.35787 3.55991 0.0158 0.0054 -0.0055
H -4.64207 2.44022 2.56790 -0.0099 0.0005 -0.0092
H -3.43366 3.52079 0.68561 -0.0188 0.0008 0.0127
H -1.02938 4.69767 -0.16272 0.0239 0.0179 -0.0134
H -1.60255 4.77443 -2.76207 -0.0195 -0.0207 -0.0043
H -1.40186 2.39112 -3.71526 0.0272 0.0226 -0.0376
H -2.59609 0.76972 -2.63482 -0.0159 -0.0016 -0.0029
H -1.16180 -0.23935 -2.63212 0.0066 0.0261 -0.0253
H -2.10428 -0.01984 -1.14305 0.0488 0.0977 -0.0856
C 4.68356 -0.90025 0.05302 -0.1791 0.2881 0.0412
N 3.59691 0.15799 -0.01768 0.5906 0.0011 0.3694
P 2.55159 0.45693 1.39179 0.0421 -0.3250 -0.6769
C 2.86240 2.18301 1.83866 -0.0653 -0.0682 -0.0100
C 1.94992 2.77611 2.70915 0.0114 0.0993 0.0490
C 2.18034 4.06459 3.16855 0.0017 -0.0117 0.0051
C 3.31326 4.75724 2.75874 -0.0005 0.0006 0.0003
C 4.21782 4.16598 1.88604 -0.0303 -0.0276 0.0186
C 3.99508 2.87647 1.42218 0.0584 0.0360 0.0034
C 3.33184 -0.34325 2.80849 0.1170 0.0015 0.0016
C 2.56227 -0.93987 3.80269 0.0105 0.0169 0.0270
C 3.15578 -1.37046 4.98367 -0.0285 0.0024 -0.0499
C 4.51652 -1.20959 5.17486 0.0691 0.0181 -0.0095
C 5.28977 -0.58319 4.20001 -0.0464 -0.0209 0.0567
C 4.69988 -0.13141 3.03706 -0.0131 -0.0118 -0.0506
P 2.91678 0.25441 -1.50366 -0.3862 -0.5891 0.2615
C 3.96399 -0.29680 -2.80011 0.0955 0.1291 -0.1634
C 3.66783 -1.34569 -3.67363 0.0446 0.0259 0.0369
C 4.54762 -1.63377 -4.70382 0.0165 -0.0031 -0.0132
C 5.70757 -0.88598 -4.86032 0.0274 -0.0013 -0.0057
C 6.00328 0.15952 -3.99150 -0.0013 -0.0281 -0.0138
C 5.13366 0.46320 -2.96196 -0.0533 0.0172 -0.0110
C 2.12990 1.78028 -1.90951 -0.0590 -0.0377 0.3234
C 1.34763 2.49346 -0.85067 -0.1698 -0.1772 0.1099
C 0.89243 3.92265 -1.10534 -0.0412 -0.0047 0.0155
C 0.68046 4.29258 -2.58245 0.0475 0.0077 -0.0908
C 0.73529 3.02628 -3.45977 0.0588 0.0541 0.0179
C 1.81554 2.03642 -3.18392 -0.1372 -0.1123 -0.2888
H 4.56888 -1.46573 0.96954 0.0100 -0.0330 0.0016
H 5.65482 -0.41318 0.03328 0.0552 -0.0743 0.0060
H 4.59898 -1.58266 -0.78909 0.0475 -0.0248 0.0458
H 1.07078 2.23612 3.04723 0.0069 -0.0275 -0.0275
H 1.48444 4.52448 3.85715 -0.0034 0.0061 0.0028
H 3.49578 5.75720 3.12823 -0.0016 0.0091 -0.0075
H 5.10295 4.70477 1.57606 0.0033 0.0035 -0.0078
H 4.70662 2.41882 0.74515 -0.0175 -0.0099 -0.0012
H 1.49449 -1.02903 3.69445 -0.1131 -0.0368 -0.0506
H 2.54926 -1.82206 5.75687 -0.0112 -0.0033 -0.0028
H 4.97976 -1.54886 6.09149 -0.0046 -0.0083 0.0011
H 6.34834 -0.43252 4.36107 0.0044 0.0070 -0.0004
H 5.30877 0.39193 2.31001 -0.0117 0.0111 0.0274
H 2.77498 -1.94925 -3.57343 -0.0069 0.0076 0.0115
H 4.32633 -2.44452 -5.38416 -0.0056 -0.0051 -0.0005
H 6.39037 -1.11793 -5.66688 -0.0082 -0.0121 -0.0038
H 6.90831 0.73664 -4.12078 0.0048 0.0009 -0.0016
H 5.35965 1.28562 -2.29154 -0.0037 0.0043 -0.0004
H 1.85123 2.50377 0.10102 0.0687 -0.0447 -0.0251
H 1.48372 4.62487 -0.52273 -0.0108 -0.0043 -0.0068
H 1.14737 5.20032 -2.94830 0.0065 0.0046 0.0232
H 0.67562 3.26818 -4.51719 -0.0311 -0.0077 -0.0106
H 2.26068 1.47634 -4.00093 0.0123 0.0380 -0.0260
O -1.22046 -1.93976 -0.53035 -0.0044 -0.2549 -0.0073
N -1.06332 -2.73287 -1.42774 -0.2466 0.0218 0.2397
C 0.08839 -2.64509 -2.22076 0.3269 -0.4952 -0.6547
C 0.23991 -3.55610 -3.31080 0.0183 0.0614 0.0828
N 0.43845 -4.22885 -4.21928 0.0125 -0.0497 -0.0403
C 1.06609 -1.77754 -1.90828 -0.5404 0.3425 0.4166
N 1.67716 -0.95627 -1.29629 0.6913 0.0797 -1.0261

***

(3)
19
Properties=species:S:1:pos:R:3:forces:R:3 method="wB97M-V/def2-TZVPD" de_lowest_kcal_mol=8.0 orbital_gap_ev=8.96 homo_ev=-8.26 max_force_ev_per_a=0.40 smiles="C=C(C)N.NC(N)=O" total_charge=0
C -0.97542 1.25002 -2.91051 0.0177 0.0651 0.3269
C -0.58631 0.54065 -1.84613 -0.1373 0.0883 -0.2431
C -1.48761 0.34490 -0.66332 0.3537 -0.1730 0.0627
N 0.69065 -0.01998 -1.74163 -0.1901 0.3298 -0.1016
H -0.31519 1.44232 -3.74535 -0.0179 -0.0852 -0.0763
H -1.95008 1.71497 -2.90791 0.0214 0.0232 -0.0933
H -0.99401 0.67696 0.25317 -0.0411 0.1657 -0.0184
H -1.70549 -0.71234 -0.49782 -0.1006 -0.0443 -0.1249
H -2.41008 0.89477 -0.81452 -0.0920 -0.0269 0.1291
H 0.74053 -0.86244 -1.20214 0.0191 -0.3180 0.2188
H 1.12764 -0.12826 -2.64207 0.2041 -0.0611 0.0012
N 1.75107 0.18966 1.97209 -0.1950 0.0190 0.2335
C 1.21626 -1.05511 2.20764 0.1774 -0.1213 -0.1542
N 0.03663 -1.07988 2.89684 -0.0885 0.3474 -0.1067
O 1.75902 -2.07438 1.82864 0.0902 -0.1547 -0.0700
H 2.48339 0.17115 1.29048 0.1875 0.0711 -0.2232
H 1.12624 0.97279 1.91101 -0.0359 0.1277 -0.0276
H -0.23446 -1.99341 3.20165 -0.1758 -0.0910 0.1790
H -0.27275 -0.27238 3.40987 0.0031 -0.1616 0.0879

***

(4)
76
Properties=species:S:1:pos:R:3:forces:R:3 method="wB97M-V/def2-TZVPD" de_lowest_kcal_mol=44.6 orbital_gap_ev="7.24 / 8.01" homo_ev="-7.98 / -8.23" max_force_ev_per_a=3.71 s2=0.78 total_charge=0 spin_multiplicity=2
V 0.05180 -0.64467 0.41994 -2.0558 0.4340 -0.5435
C 4.36780 -3.52267 -4.27736 0.0495 0.0223 0.0024
C 3.95130 -2.79237 -3.04176 -0.0865 0.0105 0.0909
C 2.76200 -2.07247 -3.01496 -0.0196 0.1523 0.0916
C 2.40080 -1.34887 -1.89446 0.0193 0.0750 -0.1653
C 3.21100 -1.38957 -0.77306 -0.1113 0.4517 0.3172
C 4.39850 -2.09467 -0.77936 0.1081 -0.0374 0.1181
C 4.76970 -2.78487 -1.91836 -0.0900 0.0694 0.0078
S 2.76740 -0.35697 0.62324 1.9328 0.2017 0.4034
O 2.25280 0.85953 0.04464 -0.5735 -0.1530 -0.2148
O 3.92810 -0.23387 1.46274 -0.0406 -0.3297 -0.1328
N 1.55310 -1.05847 1.46954 1.6393 1.0419 0.3559
C 1.83550 -2.44777 1.61084 -0.0274 -1.3268 -0.4002
C 1.21650 -3.09107 0.32414 2.4038 -2.3862 1.5157
O 1.56250 -4.17107 -0.09286 -0.4444 0.3415 -0.0334
O 0.36160 -2.28807 -0.16996 -1.1521 -1.2801 -2.1773
H 3.52090 -3.70537 -4.93286 -0.0281 -0.0110 -0.0808
H 4.82490 -4.47417 -4.02336 0.0722 -0.1259 -0.0357
H 5.10380 -2.92507 -4.81396 0.0601 -0.0394 -0.1512
H 2.12850 -2.05627 -3.88996 -0.0670 -0.0227 -0.0836
H 1.50420 -0.73767 -1.88966 0.1251 -0.0616 -0.1623
H 5.03380 -2.07187 0.09234 0.0712 -0.0042 0.0969
H 5.71490 -3.30557 -1.94466 0.0802 -0.1281 0.0344
H 1.36750 -2.87097 2.50534 0.0996 0.0800 -0.1069
H 2.91260 -2.64957 1.63974 -0.2307 -0.1586 0.1889
C -4.24960 2.87333 0.26554 -0.0241 -0.0309 0.0428
C -4.50100 2.28783 1.49824 -0.0840 -0.0768 -0.0583
C -4.04390 1.00403 1.73094 -0.0668 0.1615 -0.1380
C -3.36320 0.33043 0.71274 -0.3624 0.1560 0.2929
N -3.16990 0.87843 -0.47616 -0.1324 -0.4083 -0.0976
C -3.58120 2.11873 -0.68246 -0.0268 0.3005 -0.0651
C -2.99170 -1.08127 0.98004 -0.0437 -0.0852 0.0059
C -4.09920 -1.91627 1.15344 0.0824 -0.0715 0.0204
C -3.95560 -3.21667 1.58744 -0.0256 0.0403 -0.0148
C -2.69030 -3.66507 1.91864 0.1313 0.0118 0.0997
C -1.58970 -2.84877 1.70174 0.0040 -0.2064 0.1510
C -1.68910 -1.55897 1.17844 -0.0725 0.0592 -0.2536
H -4.57200 3.87983 0.04504 -0.0239 0.0460 -0.0440
H -5.04750 2.81993 2.26614 0.0332 0.0531 0.0167
H -4.20180 0.51723 2.68284 -0.0158 -0.0323 0.0342
H -3.35030 2.51273 -1.66456 -0.0724 0.1722 -0.0710
H -5.08440 -1.52547 0.93934 -0.0748 0.0517 -0.0025
H -4.82080 -3.85437 1.67794 -0.0789 -0.1016 0.0876
H -2.55640 -4.65267 2.33874 0.0624 -0.0570 -0.0381
H -0.62400 -3.25777 1.97154 -0.0448 -0.0271 -0.1142
C 1.04450 4.67773 -1.72246 0.0261 -0.0511 0.0213
C 0.42670 3.32323 -1.54426 -0.1153 -0.0651 0.2976
C 0.12940 2.53443 -2.64906 -0.1674 -0.5045 0.0925
C -0.40780 1.26373 -2.48136 0.2669 0.1597 -0.3830
C -0.75870 0.41053 -3.66926 -0.0076 -0.0038 0.0899
C -0.62790 0.78753 -1.19656 0.2346 -0.0357 0.4117
C -0.29700 1.54743 -0.03856 -0.1425 1.1409 -1.3320
C 0.20730 2.83713 -0.26606 0.0441 -0.0046 -0.1010
N -0.38900 0.90353 1.16064 -0.7997 1.5777 1.4055
C -0.30020 1.52763 2.47054 0.0375 0.3982 1.1555
C 1.14940 1.96563 2.76694 -0.0940 -0.1732 -0.2919
C -1.25110 2.72463 2.65404 0.0880 -0.3282 -0.1927
C -0.68670 0.44373 3.48954 0.0391 0.1841 -0.2824
H 0.96210 5.01713 -2.75206 0.0134 0.0452 -0.0418
H 2.10090 4.61623 -1.46246 0.0876 0.1092 -0.0159
H 0.58070 5.41563 -1.07106 -0.0151 0.0542 0.0417
H 0.31980 2.91193 -3.64386 -0.0582 0.0242 -0.1056
H -0.98450 1.02843 -4.53626 -0.0208 -0.0097 -0.0271
H -1.61720 -0.22577 -3.45486 -0.0299 0.0041 -0.0153
H 0.07690 -0.23987 -3.93506 0.0347 -0.0350 -0.0105
H -1.18150 -0.16217 -1.10376 -0.3646 0.3566 -0.2732
H 0.46880 3.47043 0.56354 0.0197 -0.0027 0.1208
H 1.39180 2.90163 2.27104 0.1152 0.0570 0.0058
H 1.84120 1.20283 2.41624 -0.0098 0.2109 0.2726
H 1.29340 2.09533 3.83814 -0.1097 0.0369 0.0687
H -1.20160 3.41913 1.82114 -0.0379 0.1077 -0.0576
H -0.99210 3.26123 3.56234 0.1372 0.0350 0.1238
H -2.27520 2.38483 2.75284 -0.0520 0.0006 -0.0294
H 0.06090 -0.34757 3.48864 -0.0127 -0.0831 0.0606
H -1.65150 0.01873 3.22564 -0.0663 -0.0682 0.0666
H -0.75180 0.87433 4.48434 0.0605 0.0918 0.1354